(1)
Density functional theory data (the ωB97M-V functional and the def2-TZVPD basis) for C7H9N in the gas phase at a distorted geometry.

Last column: natural (NBO) charge in e.
Element x y z (Å)
N -0.8285 -0.5902 -1.4013  -0.44
H -2.4201 -1.8378 -1.1813  0.18
H 1.8446 -1.2633 0.6881  0.21
C 1.6504 -0.3564 1.1066  -0.60
H 0.9794 -0.4584 2.0088  0.21
H 2.1781 0.0063 -2.0726  0.24
C -2.3994 -0.3062 0.4360  -0.41
H -1.5487 1.0823 2.0023  0.20
H -3.1952 -0.9441 0.5603  0.22
C 1.1157 0.5843 0.0449  -0.26
C 1.4340 0.6258 -1.4833  -0.46
H 1.4911 1.7879 -1.7670  0.23
C 0.1687 0.1436 -1.0458  0.30
H 0.8230 1.5755 0.4250  0.22
C -1.8975 -0.9657 -0.7667  0.05
C -1.8803 0.7531 0.9879  -0.10
H 2.4848 0.1634 1.4581  0.21

Cartesian forces, eV/Å:
2.487 0.798 -1.976
0.017 0.473 0.270
0.833 -2.676 -0.863
-2.267 2.522 0.885
0.323 0.036 -1.195
-0.890 0.609 1.036
1.332 -1.436 -3.124
-0.831 0.157 -1.290
-2.733 -0.611 2.162
-2.120 -0.239 -0.246
1.757 2.732 -1.340
-0.165 -2.736 0.185
-0.860 -0.774 1.084
0.471 -0.304 -0.163
-0.368 0.537 1.354
1.130 0.755 2.477
1.883 0.157 0.745

Properties
spin multiplicity	3
⟨S²⟩	2.06
orbital gap (alpha / beta)	7.823 / 8.186	eV
HOMO energy (alpha / beta)	-6.94 / -8.80	eV

***

(2)
Density functional theory data (the ωB97M-V functional and the def2-TZVPD basis) for C4H5IN2O2 in the gas phase at a distorted geometry.

Last column: natural (NBO) charge in e.
Element x y z (Å)
H 0.1962 0.5073 1.1537  0.19
N -0.8238 -1.5031 -0.8426  -0.78
H 0.3044 1.9542 0.0762  0.22
N 1.0939 -0.0464 -0.6016  -0.43
H -1.2591 -1.0532 -0.0500  0.39
O 3.0399 1.0917 -1.0415  -0.63
C 0.8203 1.0068 0.3468  -0.42
I 1.3497 -3.6851 -2.7250  0.17
C 2.3037 0.1385 -1.2438  0.85
C 1.4836 -1.7824 -1.8675  -0.07
H 1.8161 1.2198 0.7781  0.25
H -1.1064 -2.3434 -1.1269  0.40
O 2.6023 -0.9624 -1.9171  -0.45
C 0.4834 -1.1947 -1.0088  0.30

Cartesian forces, eV/Å:
0.602 0.816 -0.648
1.259 4.416 1.943
0.433 -0.862 -0.609
0.303 2.231 -0.658
-0.241 -0.449 -0.174
-0.480 -0.894 -0.775
-1.125 -0.971 2.555
0.254 0.970 0.252
1.162 1.009 1.536
-3.314 -0.139 1.974
-0.768 0.294 -0.068
-1.441 -3.960 -1.104
-0.225 -0.733 -0.796
3.582 -1.727 -3.427

Properties
spin multiplicity	1
orbital gap	7.913	eV
SMILES	Cn1c(N)c(I)oc1=O
HOMO energy	-7.55	eV

***

(3)
Density functional theory data (the ωB97M-V functional and the def2-TZVPD basis) for C4H9NO2 in the gas phase at a distorted geometry.

Last column: natural (NBO) charge in e.
Element x y z (Å)
C -1.3094 -1.0086 0.1739  -0.64
C 0.4443 0.8117 -0.2953  -0.03
H 2.0195 -1.2244 -0.2599  0.40
C 0.0706 -0.4568 0.4322  -0.19
O -0.0319 0.7712 -1.6527  -0.72
N 1.1457 -1.5212 0.1595  -0.93
H 0.9158 -0.7476 1.3220  0.38
H -2.0591 -0.2189 0.2732  0.22
H 0.3551 1.5013 -2.1436  0.47
O 0.4497 2.7218 1.1696  -0.51
H -1.2525 2.1200 0.2796  0.11
H 0.8215 -2.4652 0.3241  0.40
H -1.5591 -1.7940 0.8925  0.21
H 1.5337 0.9416 -0.2796  0.18
C -0.1683 1.9895 0.4436  0.43
H -1.3754 -1.4202 -0.8390  0.22

Cartesian forces, eV/Å:
0.132 0.174 0.447
-0.132 -0.086 -0.200
-0.467 -0.809 -0.207
2.649 -0.476 1.434
-0.017 -0.085 0.357
0.259 -0.976 -1.522
-3.233 2.094 0.197
0.029 -0.121 0.014
0.042 0.051 -0.013
-0.038 -0.035 -0.150
-0.113 0.058 -0.053
0.753 0.141 -0.511
-0.002 0.050 -0.089
-0.072 0.014 0.105
0.119 -0.054 0.153
0.091 0.059 0.035

Properties
spin multiplicity	1
orbital gap	8.491	eV
SMILES	C[C@@H](N)[C@@H](O)C=O
HOMO energy	-7.83	eV

***

(4)
Density functional theory data (the ωB97M-V functional and the def2-TZVPD basis) for an isolated ion of composition C4H8NO2 and charge -1.

Last column: natural (NBO) charge in e.
Element x y z (Å)
C -0.3114 -0.3667 -0.3905  -0.17
C 0.3733 -1.6201 -0.9213  -0.61
H 0.3745 -1.7850 -2.0031  0.18
N 0.7220 0.6778 -0.2244  -0.64
H -0.0847 -2.4857 -0.4573  0.21
C -0.9256 -0.6458 1.0206  0.74
H 0.9798 2.5834 0.6160  0.18
H 1.4010 -1.6643 -0.5781  0.20
O -2.1072 -0.2938 1.1914  -0.78
O -0.0892 -1.1258 1.8208  -0.81
H -0.2839 2.4821 -0.6391  0.17
H -0.5707 1.8689 0.9677  0.19
C 0.1928 1.9499 0.1937  -0.41
H 1.3825 0.3464 0.4716  0.36
H -1.0532 0.0786 -1.0678  0.18

Cartesian forces, eV/Å:
0.553 0.571 0.229
-0.205 -0.490 -0.004
-0.093 0.400 -0.009
0.488 -0.061 -0.624
-0.243 -0.292 -0.043
0.268 0.205 -0.560
0.070 -0.043 -0.263
0.252 0.195 0.040
-0.268 -0.136 0.253
-0.215 -0.072 0.320
0.176 -0.054 -0.054
-0.227 -0.100 0.249
-0.270 0.424 0.307
-0.246 -0.121 0.068
-0.040 -0.425 0.089

Properties
spin multiplicity	1
orbital gap	7.892	eV
net charge	-1
SMILES	CN[C@@H](C)C(=O)[O-]
HOMO energy	-3.58	eV

***

(5)
Density functional theory data (the ωB97M-V functional and the def2-TZVPD basis) for a 3-piece molecular cluster, C2H6NO5 overall.

Last column: natural (NBO) charge in e.
Element x y z (Å)
N -0.5910 -0.0809 -0.1198  -0.69
H 0.6767 -1.7119 2.3682  0.49
H -2.1749 -1.3076 -0.0158  0.08
O 1.5554 0.0785 0.7835  -0.73
O 0.8381 1.5094 -0.7980  -0.80
O -0.9563 2.5455 -2.5149  -1.00
H -0.6819 2.2627 -3.3998  0.45
O -0.5133 -2.2054 0.7565  -0.64
H -1.1764 0.5846 -0.6152  0.40
H 2.0926 -1.2593 2.4120  0.49
O 1.5023 -1.8917 2.8442  -0.99
C -1.0977 -1.2744 0.2320  0.53
H -0.2384 2.2149 -1.9142  0.51
C 0.7647 0.5356 -0.0187  0.90

Cartesian forces, eV/Å:
0.208 0.755 -0.244
0.227 -0.303 -0.167
-0.087 -0.256 -0.013
0.368 -0.279 0.261
0.293 0.210 -0.055
0.162 -0.128 -0.358
-0.095 0.098 0.426
-0.315 0.055 -0.015
-0.225 -0.530 0.068
-0.194 -0.067 -0.063
0.073 0.188 0.288
0.257 0.293 0.086
-0.131 -0.046 -0.002
-0.541 0.009 -0.210

Properties
spin multiplicity	1
orbital gap	9.391	eV
net charge	-1
HOMO energy	-5.74	eV

***

(6)
Density functional theory data (the ωB97M-V functional and the def2-TZVPD basis) for a 5-piece molecular cluster, C16H22ClN2O8 overall at a distorted geometry.

Last column: natural (NBO) charge in e.
Element x y z (Å)
H 6.6496 -4.5323 2.5972  0.20
C -1.3686 -1.4905 -2.7823  -0.44
C 5.8751 -2.6195 3.3855  -0.33
H -2.0064 -3.5547 -2.8686  0.24
H 3.4145 -2.2007 1.3386  0.45
Cl 1.0450 -0.1966 1.1495  2.60
H -1.0074 1.2682 -0.9687  0.20
H 0.7296 -0.6267 -2.4650  0.21
H 4.7060 -4.2527 0.7372  0.20
H -4.1942 1.9842 4.3227  0.22
O 1.1042 -0.2055 2.5995  -0.85
C -2.6966 3.5051 4.0546  -0.32
H -1.9575 3.9135 -1.7730  0.20
H 6.6361 -2.3127 4.0877  0.22
C 4.9269 -3.6401 1.5987  -0.08
C -1.5031 3.6577 3.3948  -0.10
C -1.0897 -2.9702 -2.7903  -0.54
C 5.9182 -3.7387 2.5559  -0.32
H -1.9871 2.3934 0.0041  0.21
C -1.6176 2.9482 -2.1483  -0.43
O 0.4556 -1.8998 -4.0795  -0.50
N 4.2050 -2.5473 1.8630  -0.50
H -1.5541 -1.1383 -1.7676  0.25
C 4.6797 -2.0169 3.0246  -0.07
H -0.5328 2.9616 -2.2538  0.22
H -2.4197 3.1500 -4.2117  0.25
C -0.0380 -0.9393 -3.1730  -0.08
H -2.2001 -1.2521 -3.4454  0.21
C -2.3527 1.6421 2.9913  -0.05
O -0.1397 -0.7490 0.6552  -0.89
O 0.0551 -4.1122 -4.5035  -0.57
H -0.2137 -0.0635 -3.7976  0.17
H -0.7401 4.4037 3.2279  0.21
C -2.3622 2.5012 -3.3377  -0.55
O -4.6381 1.4908 -3.1843  -0.57
O -3.0408 1.3041 -1.4548  -0.52
H -2.3750 0.6557 2.5522  0.22
O 1.1233 1.1629 0.7193  -0.92
H -0.5833 -3.2088 -1.8551  0.25
H -0.4595 2.2185 2.1171  0.45
H -1.7352 1.7507 -3.8193  0.23
N -1.2131 2.4400 2.7520  -0.52
H -3.0133 4.0844 4.9094  0.21
H 4.2063 -1.1029 3.3512  0.21
C -3.4830 1.7046 -2.7503  0.80
C -1.8523 1.9567 -0.9854  -0.06
C -0.1399 -3.1241 -3.8854  0.79
C -3.3097 2.3072 3.7939  -0.33
O 2.0940 -0.9094 0.5176  -0.90

Cartesian forces, eV/Å:
0.072 0.050 -0.134
-0.258 0.194 2.209
-1.473 -0.009 0.094
0.366 -0.272 -0.159
-0.176 0.179 0.127
0.581 1.263 1.162
-0.285 -0.384 0.336
-0.321 -0.645 0.618
0.069 -0.080 0.166
0.088 -0.424 -0.486
0.152 -0.626 -0.769
0.618 2.546 1.383
0.085 0.306 -0.380
-0.470 -0.060 0.288
0.677 -1.162 -0.414
1.457 -1.487 -1.047
-1.364 0.273 1.485
0.984 -1.152 -1.279
-0.287 -0.012 -0.214
1.675 1.591 2.353
1.202 -1.726 -1.093
-0.274 -0.070 1.132
-0.642 0.007 -0.050
0.361 2.396 -0.212
-0.041 0.527 -0.450
-1.145 0.530 0.614
-0.305 1.520 -1.882
0.250 0.328 -0.096
0.169 -0.312 -0.379
-3.063 -1.181 -0.298
0.931 -0.711 -1.214
0.170 0.361 0.018
-0.384 0.408 0.695
0.971 -1.518 -1.037
4.253 0.210 1.648
-2.035 -0.494 -1.312
-0.024 -0.009 0.059
-0.027 1.766 -0.252
0.058 -0.306 0.081
0.081 -0.105 0.022
0.181 -0.705 0.063
-3.944 0.376 1.408
-0.124 0.774 -0.428
0.163 0.006 0.228
-3.313 -0.014 0.736
-0.036 -0.120 -2.285
-0.050 1.038 0.236
2.258 -1.892 -1.332
2.167 -1.172 0.041

Properties
spin multiplicity	1
orbital gap	8.197	eV
net charge	-1
HOMO energy	-5.58	eV